{"formula": "C65H58BrN2OOsPSi2", "method": "ωB97M-V/def2-TZVPD", "largest_force_ev_per_a": 1.30, "e_tot_ev": -170914.23644, "gap_ha": [0.1744, 0.1745], "total_charge": 2, "species": ["Os", "C", "C", "C", "C", "C", "O", "C", "N", "C", "C", "C", "C", "C", "C", "P", "C", "C", "C", "C", "C", "C", "C", "C", "C", "C", "C", "C", "H", "H", "H", "H", "H", "H", "H", "H", "H", "H", "H", "H", "H", "H", "H", "H", "H", "H", "H", "H", "H", "H", "H", "H", "C", "C", "C", "C", "C", "C", "Si", "C", "C", "C", "C", "C", "C", "C", "C", "C", "C", "C", "C", "H", "H", "H", "H", "H", "H", "H", "H", "H", "H", "H", "H", "H", "H", "H", "C", "C", "C", "C", "C", "C", "Si", "C", "C", "C", "C", "C", "C", "C", "C", "C", "C", "C", "C", "H", "H", "H", "H", "H", "H", "H", "H", "H", "H", "H", "H", "H", "H", "H", "Br", "C", "C", "C", "N", "C", "C", "H", "H", "H", "H"], "xyz": [[0.06382, 0.00392, -0.48713], [-1.61526, 4.60695, 1.10429], [-1.13909, 3.16619, 0.89286], [-2.29829, 2.36384, 0.33815], [0.04714, 3.15673, -0.07123], [1.09368, 4.19398, 0.31698], [2.35221, 3.53908, 0.13691], [2.12380, 2.25349, -0.11298], [0.88440, 1.88145, -0.18214], [3.37415, 1.51133, -0.34630], [4.47430, 2.25735, -0.77041], [5.68274, 1.63935, -1.04237], [5.80156, 0.26850, -0.88306], [4.70749, -0.47686, -0.47110], [3.48867, 0.13208, -0.19144], [2.02137, -0.81057, 0.26527], [1.95890, -0.83921, 2.09937], [3.01974, -0.56738, 2.87833], [3.13499, -0.69978, 4.33781], [2.25130, -1.18576, 5.22548], [0.87414, -1.70267, 4.96749], [0.64330, -1.32636, 2.61148], [2.44544, -2.56061, -0.03861], [1.80971, -3.24819, -1.06599], [2.13048, -4.57044, -1.33991], [3.10812, -5.21290, -0.59557], [3.75533, -4.53508, 0.43036], [3.41641, -3.22232, 0.71758], [-2.55096, 4.61190, 1.66219], [-1.79838, 5.09326, 0.14331], [-0.90358, 5.21209, 1.66435], [-0.80205, 2.74911, 1.84820], [-2.69425, 2.84602, -0.55948], [-3.10946, 2.26773, 1.06189], [-1.98252, 1.36773, 0.06436], [-0.33941, 3.36058, -1.07226], [1.01793, 4.49109, 1.36133], [1.08525, 5.07715, -0.31840], [4.37592, 3.32488, -0.89763], [6.52165, 2.22882, -1.38334], [6.73935, -0.22823, -1.09147], [4.81306, -1.54848, -0.38168], [3.91356, -0.19193, 2.38920], [4.08023, -0.35945, 4.74222], [2.54917, -1.16773, 6.26699], [0.44077, -2.19142, 5.83643], [0.00435, -1.56737, 1.76442], [1.07456, -2.73883, -1.67050], [1.62530, -5.09045, -2.14244], [3.37200, -6.23810, -0.81663], [4.53216, -5.02726, 1.00067], [3.92192, -2.70485, 1.52407], [1.82133, 3.81357, 5.18527], [1.03365, 3.10039, 6.07820], [0.47052, 1.89554, 5.69014], [0.66372, 1.38950, 4.39954], [1.43043, 2.13752, 3.50645], [2.02266, 3.32888, 3.90112], [-0.07362, -0.27524, 4.07671], [0.75661, -2.58341, 3.62077], [1.89694, -3.47870, 3.45099], [1.77791, -4.83408, 3.33311], [0.51503, -5.42669, 3.33787], [-0.64179, -4.64024, 3.44823], [-0.52333, -3.29187, 3.57420], [-1.91565, -0.21610, 4.30671], [-2.66589, -1.16784, 5.00663], [-4.03219, -1.01111, 5.18545], [-4.67430, 0.10958, 4.67785], [-3.94613, 1.07789, 4.00231], [-2.58065, 0.91672, 3.82341], [2.27725, 4.74528, 5.49092], [0.86574, 3.47830, 7.07763], [-0.12646, 1.34164, 6.40781], [1.58787, 1.77876, 2.49900], [2.65736, 3.87026, 3.21074], [2.88374, -3.04631, 3.51300], [2.66290, -5.44856, 3.25363], [0.42770, -6.50366, 3.27368], [-1.61805, -5.10386, 3.43061], [-1.42086, -2.69111, 3.63306], [-2.18420, -2.03256, 5.44753], [-4.59550, -1.75759, 5.72892], [-5.73771, 0.23810, 4.82781], [-4.43979, 1.96702, 3.63310], [-2.01726, 1.69552, 3.32618], [-2.28134, -3.05403, -4.90068], [-1.87400, -3.25261, -3.59119], [-1.08133, -2.30200, -2.96246], [-0.65722, -1.14512, -3.61952], [-1.08079, -0.97143, -4.94328], [-1.88927, -1.90597, -5.57445], [0.45535, 0.17308, -2.83253], [-0.23748, 1.87974, -3.24118], [-1.56118, 2.10145, -3.62718], [-2.01906, 3.37107, -3.96285], [-1.15287, 4.45207, -3.92592], [0.17591, 4.25649, -3.56612], [0.62077, 2.98983, -3.22663], [2.13222, 0.06858, -3.66980], [3.11164, -0.84413, -3.27747], [4.31883, -0.95199, -3.95134], [4.57048, -0.15020, -5.05338], [3.60647, 0.75162, -5.47822], [2.40464, 0.86032, -4.79364], [-2.89669, -3.79206, -5.39744], [-2.17364, -4.14764, -3.06053], [-0.80281, -2.47068, -1.92753], [-0.76957, -0.09168, -5.49515], [-2.21031, -1.74054, -6.59416], [-2.24907, 1.26839, -3.70896], [-3.04773, 3.51168, -4.26768], [-1.50502, 5.44031, -4.18955], [0.86248, 5.09369, -3.55527], [1.66380, 2.85428, -2.95866], [2.92812, -1.50063, -2.43922], [5.05986, -1.67031, -3.62314], [5.50752, -0.23616, -5.58719], [3.78607, 1.36664, -6.35001], [1.66768, 1.56705, -5.15220], [-6.43295, -2.30234, -0.02662], [-4.68210, -1.67068, -0.13209], [-3.79665, -1.88334, 0.91493], [-2.50567, -1.41731, 0.78426], [-2.06370, -0.75605, -0.29588], [-2.94211, -0.54256, -1.29151], [-4.24911, -0.98086, -1.25394], [-4.10279, -2.39724, 1.81451], [-1.80577, -1.56916, 1.58860], [-2.57759, 0.00748, -2.14552], [-4.91126, -0.78578, -2.08443]], "forces_ev_per_angstrom": [[0.3, 0.8, 0.7], [0.1, 0.0, 0.1], [0.0, -0.1, 0.0], [-0.1, 0.1, 0.0], [0.0, -0.2, 0.0], [-0.1, 0.1, -0.1], [0.1, 0.1, 0.0], [0.0, 0.1, -0.1], [0.3, 0.3, 0.2], [-0.1, 0.0, -0.1], [0.0, 0.0, 0.0], [-0.1, 0.0, 0.0], [0.0, 0.0, 0.0], [0.1, 0.0, 0.2], [0.3, -0.3, 0.1], [-1.0, 0.1, -0.8], [0.2, -0.1, 0.1], [0.0, 0.1, 0.2], [0.0, 0.1, -0.2], [0.0, -0.2, -0.2], [-0.2, 0.4, 0.3], [-0.1, 0.3, -0.1], [0.0, 0.0, 0.1], [0.0, 0.0, 0.0], [0.0, 0.0, 0.0], [0.0, 0.0, 0.0], [0.0, 0.0, 0.0], [0.0, 0.0, 0.0], [0.0, 0.0, 0.0], [0.0, 0.0, 0.0], [0.0, 0.0, 0.0], [0.0, 0.0, 0.0], [0.0, 0.0, 0.0], [0.0, 0.0, 0.0], [0.0, 0.0, 0.0], [0.0, -0.1, 0.0], [0.1, 0.0, 0.0], [0.0, 0.0, 0.0], [0.0, 0.0, 0.0], [0.0, 0.0, 0.0], [0.0, 0.0, 0.0], [0.0, 0.0, 0.0], [0.0, 0.0, 0.0], [0.0, 0.0, 0.0], [0.0, -0.1, 0.0], [0.2, -0.1, 0.0], [0.1, -0.1, 0.0], [0.0, 0.0, 0.0], [0.0, 0.0, 0.0], [0.0, 0.0, 0.0], [0.0, 0.0, 0.0], [0.1, 0.0, 0.0], [0.0, 0.0, 0.0], [0.0, 0.0, 0.0], [-0.1, 0.0, 0.0], [-0.1, 0.2, -0.1], [0.0, 0.0, 0.0], [0.0, 0.0, 0.0], [0.4, -0.2, 0.0], [-0.1, -0.6, -0.2], [-0.1, 0.1, 0.2], [0.1, -0.1, 0.0], [0.0, 0.2, 0.1], [-0.1, -0.1, -0.1], [0.1, 0.2, 0.1], [-0.1, -0.1, 0.0], [0.0, 0.1, 0.0], [0.0, 0.0, 0.0], [0.0, 0.0, 0.0], [0.0, 0.0, 0.0], [0.0, 0.0, 0.0], [0.0, 0.0, 0.0], [0.0, 0.0, 0.0], [0.0, 0.0, 0.0], [0.0, 0.0, 0.0], [0.0, 0.0, 0.0], [0.0, 0.0, 0.0], [0.0, 0.0, 0.0], [0.0, 0.0, 0.0], [0.0, 0.0, 0.0], [0.0, 0.0, 0.0], [0.0, 0.0, 0.1], [0.0, 0.0, 0.0], [0.0, 0.0, 0.0], [0.0, 0.0, 0.0], [0.0, 0.1, 0.0], [0.0, 0.0, 0.0], [0.0, 0.0, 0.0], [0.0, 0.0, -0.1], [-0.1, 0.1, -0.3], [0.0, -0.1, 0.0], [0.0, 0.0, 0.0], [-0.1, -0.6, 0.8], [0.0, 0.1, -0.3], [0.0, 0.0, 0.1], [0.0, 0.0, 0.1], [0.0, 0.0, 0.0], [0.0, 0.0, 0.1], [0.0, 0.0, 0.0], [0.1, 0.1, 0.0], [0.0, 0.0, -0.1], [0.0, 0.0, 0.0], [0.0, 0.0, 0.0], [0.0, 0.0, 0.0], [0.0, -0.1, 0.0], [0.0, 0.0, 0.0], [0.0, 0.0, 0.0], [0.0, 0.0, 0.0], [0.0, 0.0, 0.0], [0.0, 0.0, 0.0], [0.0, 0.0, 0.0], [0.0, 0.0, 0.0], [0.0, 0.0, 0.0], [0.0, 0.0, 0.0], [0.0, 0.0, 0.0], [0.0, 0.0, 0.0], [0.0, 0.0, 0.0], [0.0, 0.0, 0.0], [0.0, 0.0, 0.0], [0.0, 0.0, 0.0], [-0.1, 0.0, 0.0], [0.1, 0.0, 0.0], [0.0, 0.0, 0.0], [-0.1, 0.1, -0.1], [0.0, -0.7, -0.4], [0.0, 0.0, 0.1], [0.0, 0.1, 0.1], [0.0, 0.0, 0.0], [0.0, 0.0, 0.0], [0.0, -0.1, 0.0], [0.0, 0.0, 0.0]], "mulliken_charge": [0.50, -1.97, 1.72, -0.55, 1.25, -0.95, -0.34, 0.74, 0.38, -0.74, -0.63, -1.02, -0.70, -0.25, 0.70, 0.94, -0.81, 0.48, -0.68, -1.29, 0.33, -0.12, 1.19, -0.14, -0.94, -1.14, -0.72, -0.93, 0.48, 0.40, 0.44, -1.41, 0.50, 0.55, -0.73, -0.57, 0.39, 0.28, 0.60, 0.46, 0.46, 0.44, 0.51, 0.47, 0.45, 0.73, 0.23, 0.00, 0.59, 0.46, 0.57, 0.57, -0.93, -0.86, -0.73, 0.96, -0.16, -0.90, -0.55, 2.36, -0.77, -1.03, -0.71, -1.46, 0.01, 0.79, -0.28, -1.01, -0.74, -0.78, -0.44, 0.44, 0.49, 0.48, 0.74, 0.61, 0.43, 0.57, 0.49, 0.59, -0.05, 0.40, 0.46, 0.46, 0.52, 0.31, -0.77, -1.08, 0.15, 0.53, -0.33, -0.89, 1.95, 1.53, -0.68, -0.77, -0.99, -0.48, -1.02, 1.10, -0.51, -0.48, -0.81, -0.85, -0.44, 0.44, 0.51, 0.21, 0.45, 0.47, 0.39, 0.51, 0.43, 0.53, 0.35, 0.22, 0.47, 0.41, 0.45, 0.43, -0.09, -0.60, -0.55, -0.09, 0.62, -0.31, -0.78, 0.58, 0.06, 0.21, 0.62]}